Record 1
The following is a DFT calculation (ωB97M-V/def2-TZVPD) of a 6-piece molecular cluster, C32H57NO18 overall.

Calculated values
- Frontier orbital gap: 9.42 eV
- E_LUMO: 0.3 eV
- SMILES: CCCCCCCC[C@H](N)COCCOO.C[C@@H]1COC(=O)O1.C[C@@H]1COC(=O)O1.C[C@@H]1COC(=O)O1.C[C@@H]1COC(=O)O1.C[C@@H]1COC(=O)O1
- Spin multiplicity: 1

The geometry in XYZ format:
```
108
Properties=species:S:1:pos:R:3:forces:R:3
O 4.0675 -0.1587 3.7376 -0.04 -0.04 -0.03
O 4.5023 2.5871 -1.9969 0.16 -0.07 -0.08
O 8.9063 2.8477 -1.4705 -0.05 0.02 -0.01
O -11.1046 -2.3597 -0.2694 -0.02 -0.01 0.07
O 9.9745 4.7469 -2.0308 -0.07 0.05 -0.01
O 2.6662 3.4875 -2.9331 -0.07 -0.01 0.02
O 9.8626 4.1420 0.1021 0.08 0.02 0.04
O -0.2644 -0.2702 -1.7568 0.15 -0.08 -0.12
O -11.6012 -3.2830 -2.2640 -0.03 0.02 -0.06
O 4.7273 4.0529 -3.6477 -0.01 0.07 0.06
O 1.2504 1.7624 0.6646 0.01 0.03 0.03
O 0.4788 -0.5378 -0.5544 -0.01 -0.14 0.02
O -3.4938 -6.3425 0.9747 0.07 0.03 0.01
O 5.1318 -2.0012 4.4799 0.03 -0.05 0.00
O -3.9371 -7.9296 2.4645 0.04 -0.06 -0.04
O -5.6166 -6.6777 1.6244 -0.15 -0.04 0.06
O 3.6821 -0.8917 5.8008 0.00 0.07 0.03
O -10.1890 -4.3051 -0.8355 0.03 0.04 -0.04
N -1.2896 3.2617 1.2119 0.21 -0.24 -0.04
C 0.5351 2.5342 -0.2886 -0.22 0.34 -0.08
C -4.8513 0.5638 -2.0916 0.32 -0.10 -0.16
C -10.4746 -2.8638 0.9132 -0.03 0.06 0.00
C -1.1839 -6.8071 0.3720 -0.08 0.14 -0.11
C -3.6954 1.5420 -2.3151 -0.25 0.18 -0.05
C 2.9474 0.6099 4.2192 -0.04 0.17 0.03
C -4.4647 -6.9598 1.6825 0.06 0.14 -0.05
C 7.0666 3.8156 -4.2583 -0.09 0.11 -0.13
C -4.2993 -3.0157 0.6714 -0.36 0.04 0.17
C 5.8897 2.5373 -2.3811 -0.11 -0.04 0.01
C 9.5227 3.8184 -1.1615 0.01 0.00 -0.03
C -11.0220 -3.3143 -1.2293 0.07 -0.06 0.04
C 3.0314 2.0426 3.7557 0.10 -0.02 -0.31
C 6.0610 3.8414 -3.1337 0.15 -0.05 -0.09
C -2.2124 -6.7671 1.4761 0.13 -0.07 -0.09
C -9.5041 -3.8886 0.3618 0.02 -0.08 0.15
C -2.5680 -8.1119 2.0797 -0.01 -0.03 0.06
C -1.8188 2.8701 -1.1655 -0.36 0.28 0.26
C -3.2480 2.2965 -1.0610 0.13 -0.07 -0.05
C 10.4692 5.8779 -1.2826 0.15 0.08 -0.02
C -4.6006 -0.4605 -0.9840 -0.49 0.10 -0.05
C 3.0684 0.3995 5.7149 0.00 -0.04 0.05
C 2.2963 1.0055 0.1097 0.19 -0.27 0.19
C 10.7990 5.2271 0.0463 -0.01 -0.02 0.05
C -0.9488 2.4546 0.0169 0.01 -0.16 0.11
C 11.6339 6.5283 -1.9881 -0.06 -0.05 -0.19
C -9.2233 -5.0617 1.2683 0.08 -0.17 -0.18
C 3.8496 3.3886 -2.8691 0.04 0.03 -0.01
C 1.8348 -0.1751 -0.7835 -0.09 0.25 -0.01
C -5.5417 -1.6630 -1.0937 0.08 0.14 0.05
C 4.3709 -1.1079 4.6534 -0.03 0.05 -0.04
C -5.6455 -2.4703 0.1937 0.10 -0.18 -0.01
H -5.7691 1.1226 -1.8938 -0.07 -0.06 0.08
H 3.7284 1.1345 6.1824 0.00 0.03 -0.04
H 0.8620 3.5805 -0.2309 0.08 0.01 -0.06
H -5.0133 0.0154 -3.0249 -0.08 0.07 -0.04
H 4.0553 2.4111 3.8239 0.00 -0.03 0.16
H -9.0032 -4.7158 2.2787 0.02 0.03 0.00
H 12.3025 5.7680 -2.3913 0.04 -0.03 0.11
H -1.0683 0.1284 -1.3974 -0.02 0.08 0.11
H -9.9895 -2.0511 1.4479 -0.02 0.06 -0.07
H -1.9173 -6.0601 2.2558 -0.02 -0.02 0.04
H 7.9933 3.3552 -3.9212 0.03 0.00 0.07
H 11.8110 4.8164 0.0660 0.02 0.02 -0.04
H -8.5724 -3.4068 0.0533 -0.04 0.04 0.00
H 0.7219 2.1958 -1.3073 0.08 -0.11 0.00
H -4.4577 -3.7390 1.4707 0.07 -0.05 0.01
H -1.7661 2.6827 1.8910 -0.13 0.05 0.01
H -6.5342 -1.3032 -1.3819 -0.03 -0.02 -0.01
H -6.3328 -3.3068 0.0399 0.04 -0.03 -0.02
H 9.6393 6.5803 -1.1719 -0.02 -0.02 0.04
H -1.9716 -8.3685 2.9512 -0.08 0.01 0.06
H -2.5133 -8.9202 1.3466 0.02 0.02 -0.04
H 2.7152 2.1208 2.7157 -0.04 0.07 0.03
H 12.1910 7.1592 -1.2953 -0.02 0.02 0.02
H -1.1383 1.3970 0.2435 0.01 -0.02 -0.05
H -1.3598 2.5761 -2.1107 0.04 -0.07 -0.04
H 7.2885 4.8235 -4.6076 -0.02 -0.01 0.00
H 10.6542 5.8832 0.9000 -0.09 -0.06 0.03
H -1.6193 -7.2317 -0.5324 0.00 -0.11 0.04
H 1.9708 0.0680 -1.8352 -0.13 -0.07 -0.07
H -6.0842 -1.8560 0.9864 -0.02 0.07 -0.02
H 6.5181 2.4532 -1.5034 -0.04 0.02 0.09
H -3.2949 1.6249 -0.2000 0.04 -0.02 0.01
H 2.4375 -1.0548 -0.5489 0.05 0.00 -0.07
H 2.8541 0.5975 0.9546 -0.04 0.05 0.07
H -10.0814 -5.7332 1.3012 -0.08 0.10 0.06
H -3.9591 3.0960 -0.8471 -0.05 -0.03 0.02
H -3.6778 -2.2141 1.0705 0.15 -0.01 -0.12
H -1.8818 3.9587 -1.1431 0.18 0.04 -0.18
H 2.9840 1.6326 -0.4617 -0.01 0.02 -0.02
H 6.6676 3.2505 -5.1011 0.01 -0.09 0.05
H 2.1116 0.3882 6.2304 0.01 -0.10 0.01
H -2.8502 1.0130 -2.7695 0.04 -0.11 0.14
H 2.3823 2.6801 4.3570 -0.04 -0.03 0.02
H -0.8261 -5.8067 0.1333 -0.01 0.00 0.00
H -0.3283 -7.4125 0.6723 0.01 0.00 0.03
H -11.2362 -3.3195 1.5509 0.02 -0.04 0.01
H -8.3652 -5.6326 0.9160 0.01 0.00 0.03
H -4.0114 2.2754 -3.0637 0.11 -0.03 -0.08
H -4.7806 0.0084 -0.0123 0.20 0.00 0.07
H 6.0427 1.6676 -3.0240 0.01 0.02 -0.04
H -5.1966 -2.3146 -1.9016 -0.04 -0.02 -0.05
H -3.7794 -3.5233 -0.1407 0.11 0.01 0.00
H -3.5589 -0.7894 -1.0193 0.06 -0.02 0.09
H -0.4264 3.5344 1.6675 0.00 0.06 0.05
H 11.2943 7.1488 -2.8158 0.00 -0.01 0.00
H 2.0393 0.1365 3.8360 -0.01 -0.02 0.03
H 6.2724 4.6583 -2.4380 -0.01 -0.02 0.03
```
Positions in Å, forces in eV/Å.

***

Record 2
The following is a DFT calculation (ωB97M-V/def2-TZVPD) of a 2-piece molecular cluster, C2H5Br overall at a distorted geometry.

Calculated values
- Frontier orbital gap (alpha / beta): 8.06 / 6.77 eV
- ΔE to the lowest compared entry with this formula, charge and spin: 49.7 kcal per mole
- E_LUMO (alpha / beta): -1.4 / -2.4 eV
- Spin multiplicity: 1

The geometry in XYZ format:
```
8
Properties=species:S:1:pos:R:3:forces:R:3
Br 2.6269 0.3118 0.2962 -1.29 -0.82 -0.34
C -0.5784 0.5618 -0.0047 0.02 0.20 0.50
C -0.0768 -0.7901 -0.1465 2.02 0.50 4.43
H -1.6998 0.5016 -0.0211 0.64 0.27 0.35
H -0.2720 1.0411 -0.9239 -0.07 0.98 0.12
H 0.0311 -1.3224 -1.0304 0.14 -0.88 -1.48
H 0.0698 -1.2791 0.8670 -0.12 -0.05 -1.77
H -0.1010 0.9753 0.9634 -1.32 -0.20 -1.81
```
Positions in Å, forces in eV/Å.